No. 1
{"formula": "C8H18MgO6S2", "method": "ωB97M-V/def2-TZVPD", "gap_ha": 0.2488, "max_force_ha_per_bohr": 0.13534, "e_above_lowest_kcal_mol": 0.0, "energy_ev": -47988.3133, "spin_multiplicity": 1, "homo_ev": -6.55, "elements": ["Mg", "C", "O", "O", "O", "C", "S", "O", "C", "H", "H", "H", "H", "H", "H", "C", "S", "O", "C", "H", "H", "H", "H", "H", "H", "C", "C", "O", "C", "H", "H", "H", "H", "H", "H"], "positions_angstrom": [[0.291232, 0.565113, -0.919880], [0.740930, -0.159761, -2.770096], [0.903710, 1.149688, -2.782052], [-0.501764, -0.549585, -2.521930], [1.596828, -0.719988, -1.897777], [-3.406721, 1.052571, 0.476866], [-2.465816, 2.296266, -0.410322], [-1.065205, 1.823363, -0.539123], [-3.160676, 2.019286, -2.047222], [-3.148826, 0.039773, 0.179169], [-4.457857, 1.328714, 0.450055], [-3.079612, 1.170343, 1.515234], [-4.239191, 2.112149, -1.925695], [-2.873359, 1.002443, -2.321879], [-2.701270, 2.740587, -2.713703], [3.850788, 1.460515, -0.374181], [2.690094, 1.675638, 0.988284], [1.333576, 1.550076, 0.374321], [2.956889, 0.104752, 1.817779], [3.307752, 0.983246, -1.197586], [4.671504, 0.827803, -0.043998], [4.203807, 2.447200, -0.661026], [2.372135, 0.123786, 2.733056], [4.023429, -0.024854, 1.999997], [2.639075, -0.711221, 1.167027], [0.615343, -2.928061, 0.583565], [-0.355514, -1.866090, 0.990912], [-0.232411, -0.747048, 0.534142], [-1.561899, -2.247703, 1.801714], [1.427188, -2.520756, -0.017044], [0.078412, -3.646842, -0.040087], [1.039522, -3.446845, 1.448816], [-2.460881, -1.943828, 1.276047], [-1.493729, -1.672669, 2.734027], [-1.537486, -3.288058, 2.112587]], "forces_ev_per_a": [[0.33, -0.48, -0.27], [-1.22, 2.01, 6.55], [0.31, -0.40, -2.66], [0.15, -0.65, -2.33], [1.02, -1.20, -1.88], [0.60, 0.31, 0.87], [-0.51, 0.17, -0.71], [-0.56, 0.56, 0.59], [0.04, -0.38, 0.73], [-0.25, 0.03, -0.44], [-0.09, -0.25, -0.26], [-0.04, -0.05, -0.06], [-0.03, 0.19, -0.39], [0.05, 0.04, -0.16], [-0.16, 0.07, -0.11], [-0.09, -0.05, 0.05], [0.45, -0.36, -0.25], [0.16, 0.61, 0.61], [0.20, -0.16, -0.28], [-0.10, -0.07, 0.05], [0.11, 0.10, -0.05], [0.04, -0.01, -0.06], [0.08, -0.07, 0.09], [-0.06, 0.15, 0.32], [-0.16, 0.15, -0.12], [0.47, -0.10, 0.21], [0.19, -0.45, -1.27], [-0.65, 0.09, 0.83], [0.73, 0.43, 0.88], [-0.17, 0.21, -0.12], [-0.04, -0.09, 0.12], [-0.25, -0.12, 0.00], [-0.13, -0.20, -0.01], [-0.21, 0.10, -0.13], [-0.25, -0.13, -0.36]]}

***

No. 2
{"formula": "C4H12", "method": "ωB97M-V/def2-TZVPD", "gap_ha": 0.4772, "max_force_ha_per_bohr": 0.01103, "e_above_lowest_kcal_mol": 0.3, "energy_ev": -4342.5169, "spin_multiplicity": 1, "homo_ev": -11.79, "smiles": "CC.CC", "elements": ["C", "C", "H", "H", "H", "H", "H", "H", "C", "C", "H", "H", "H", "H", "H", "H"], "positions_angstrom": [[0.687058, 1.641178, -1.066423], [-0.629343, 1.812571, -0.326425], [0.541737, 1.557896, -2.140742], [1.324160, 2.506999, -0.889580], [1.240336, 0.774119, -0.700781], [-0.473582, 2.080958, 0.724278], [-1.259458, 0.925206, -0.306664], [-1.200361, 2.637391, -0.750540], [-0.375449, -1.907204, 0.018246], [0.319121, -1.574586, 1.334039], [0.054624, -1.343936, -0.806062], [-0.264616, -2.960014, -0.256046], [-1.442969, -1.719096, 0.112595], [1.403884, -1.596369, 1.252281], [0.048000, -2.260030, 2.141755], [0.026858, -0.575082, 1.660070]], "forces_ev_per_a": [[0.09, 0.00, 0.31], [-0.13, 0.33, 0.44], [0.00, -0.15, -0.07], [0.04, 0.07, -0.07], [-0.04, -0.05, -0.13], [0.15, -0.06, -0.10], [0.04, -0.10, -0.27], [-0.13, -0.04, -0.10], [0.17, -0.49, 0.18], [-0.08, 0.06, 0.15], [-0.20, 0.24, -0.05], [0.04, 0.02, 0.13], [-0.06, 0.13, -0.23], [0.08, 0.00, -0.08], [-0.07, 0.00, -0.15], [0.11, 0.04, 0.02]]}

***

No. 3
{"formula": "C37H36F12MgN2O2P", "method": "ωB97M-V/def2-TZVPD", "gap_ha": 0.1944, "max_force_ha_per_bohr": 0.00674, "e_above_lowest_kcal_mol": 0.0, "energy_ev": -93378.1640, "charge": -1, "spin_multiplicity": 1, "homo_ev": -3.47, "elements": ["Mg", "C", "C", "C", "C", "C", "N", "C", "C", "C", "C", "C", "C", "C", "C", "O", "C", "F", "F", "F", "C", "F", "F", "F", "C", "C", "C", "O", "C", "F", "F", "F", "C", "F", "F", "F", "H", "H", "H", "H", "H", "H", "H", "H", "H", "H", "H", "H", "C", "N", "C", "C", "C", "C", "C", "C", "C", "C", "H", "H", "H", "H", "H", "H", "H", "H", "H", "H", "H", "H", "H", "C", "P", "C", "C", "C", "C", "C", "C", "C", "H", "H", "H", "H", "H", "H", "H", "H", "H", "H", "H"], "positions_angstrom": [[-0.518122, 0.838477, 0.847148], [5.381231, 3.780942, -2.049373], [4.344631, 2.897976, -1.405795], [4.684417, 1.848243, -0.558916], [3.719124, 1.050642, 0.010974], [2.327620, 1.216500, -0.225923], [1.416889, 0.371955, 0.330910], [1.910302, -0.819257, 0.872472], [2.509759, -1.750661, 0.011548], [3.037319, -2.946184, 0.458883], [2.987627, -3.272728, 1.808041], [3.564462, -4.561634, 2.334232], [2.364848, -2.375072, 2.666573], [1.799425, -1.174947, 2.238542], [0.999884, -0.260835, 3.201048], [-0.139586, 0.204598, 2.658259], [0.545872, -1.037416, 4.484020], [-0.309507, -0.318478, 5.217187], [1.540210, -1.406633, 5.330563], [-0.107387, -2.170912, 4.147632], [1.928721, 0.897020, 3.686462], [3.100213, 0.443044, 4.193896], [2.238791, 1.734318, 2.696516], [1.355672, 1.638281, 4.654737], [1.980723, 2.347873, -1.025019], [2.990006, 3.115354, -1.601527], [0.508910, 2.708875, -1.316677], [-0.396793, 2.374050, -0.371171], [0.328459, 4.254535, -1.526455], [0.762767, 4.731172, -2.721018], [0.937796, 4.959667, -0.572292], [-0.980600, 4.605810, -1.474976], [0.146841, 2.022885, -2.673440], [1.072287, 2.130819, -3.633730], [-0.080885, 0.714352, -2.487961], [-1.006639, 2.521026, -3.226632], [6.386280, 3.406386, -1.847023], [5.332664, 4.807702, -1.675431], [5.259631, 3.826215, -3.134927], [5.728354, 1.657654, -0.326194], [4.030639, 0.264472, 0.685559], [2.555942, -1.492383, -1.040586], [3.487530, -3.633559, -0.250893], [4.032527, -5.134804, 1.532578], [2.794991, -5.190325, 2.789399], [4.322751, -4.375533, 3.098221], [2.318799, -2.642596, 3.713047], [2.717222, 3.938045, -2.248994], [-3.970039, 3.472868, -2.334458], [-4.071960, 2.405837, -1.312620], [-3.508178, 1.116719, -1.804706], [-3.424464, 2.825840, 0.005222], [-3.715211, 1.775609, 1.032614], [-5.016601, 1.734479, 1.553504], [-5.378615, 0.729038, 2.430591], [-4.414850, -0.207917, 2.797008], [-3.127742, -0.128232, 2.284313], [-2.714910, 0.848285, 1.353712], [-4.455561, 3.144462, -3.251395], [-2.917391, 3.668891, -2.512197], [-4.451479, 4.369836, -1.951358], [-5.054223, 2.238328, -1.094315], [-2.466829, 1.279912, -2.060582], [-4.077257, 0.800080, -2.677524], [-3.574270, 0.388514, -1.001711], [-3.855579, 3.801387, 0.240959], [-2.353877, 2.912039, -0.200151], [-5.736663, 2.512580, 1.297506], [-6.378381, 0.689193, 2.846520], [-4.670453, -0.989885, 3.504716], [-2.390159, -0.842811, 2.638374], [-0.870859, -3.295075, 1.233728], [-1.140041, -2.078316, -0.101092], [-2.917706, -2.413224, -0.472872], [-0.398392, -2.930372, -1.546987], [0.369568, -4.088420, -1.454315], [0.934530, -4.659400, -2.587178], [0.740355, -4.083341, -3.833622], [-0.019218, -2.925929, -3.939591], [-0.574754, -2.355044, -2.805416], [0.186953, -3.322607, 1.498511], [-1.219242, -4.295408, 0.964542], [-1.411620, -2.947831, 2.113991], [-3.091713, -3.456847, -0.742047], [-3.248821, -1.777594, -1.295985], [-3.506971, -2.152340, 0.407780], [0.554835, -4.540703, -0.489181], [1.537682, -5.554263, -2.490870], [1.188233, -4.524799, -4.715239], [-0.163240, -2.455130, -4.904332], [-1.137479, -1.433362, -2.897370]], "forces_ev_per_a": [[0.01, 0.00, 0.24], [0.01, 0.01, 0.00], [-0.02, -0.02, 0.01], [-0.02, 0.02, 0.01], [0.06, -0.01, -0.03], [0.03, 0.01, 0.05], [0.05, -0.04, -0.06], [-0.01, -0.02, 0.01], [0.00, -0.03, 0.01], [-0.02, 0.00, 0.00], [0.00, 0.00, 0.01], [0.00, 0.00, 0.00], [0.01, -0.01, 0.00], [0.02, 0.03, 0.00], [0.00, -0.12, -0.05], [0.05, 0.15, 0.01], [-0.03, 0.01, -0.01], [-0.02, -0.01, 0.01], [0.00, 0.00, 0.02], [0.01, -0.01, 0.00], [0.01, -0.01, 0.01], [0.00, 0.00, -0.02], [-0.03, 0.02, -0.01], [0.01, 0.00, 0.02], [-0.05, 0.01, 0.04], [0.03, 0.04, 0.02], [0.14, 0.03, 0.08], [-0.20, -0.11, -0.26], [0.02, -0.01, -0.03], [-0.01, 0.00, 0.00], [0.00, 0.00, 0.01], [-0.01, -0.01, -0.01], [-0.04, -0.01, -0.01], [0.00, 0.02, -0.01], [0.01, -0.01, -0.01], [-0.04, -0.01, 0.02], [0.00, 0.00, 0.00], [0.00, 0.00, 0.00], [0.00, 0.00, 0.00], [0.00, 0.00, -0.01], [0.01, 0.01, -0.02], [0.00, 0.00, 0.00], [0.00, 0.00, 0.00], [0.00, 0.00, 0.00], [0.00, 0.00, 0.00], [0.00, 0.00, 0.00], [0.01, 0.00, -0.01], [0.01, 0.00, 0.01], [-0.02, 0.01, 0.02], [0.05, -0.03, -0.03], [-0.01, 0.02, -0.02], [0.08, -0.05, -0.04], [-0.11, 0.00, 0.02], [0.04, 0.03, 0.02], [0.00, -0.01, 0.02], [-0.01, 0.00, -0.01], [-0.02, 0.01, 0.01], [0.01, 0.03, 0.04], [0.01, 0.00, 0.00], [0.03, 0.00, -0.01], [0.00, 0.00, -0.01], [0.01, 0.00, 0.03], [0.02, 0.00, 0.04], [0.00, 0.01, -0.01], [-0.02, 0.02, -0.01], [-0.04, -0.01, -0.02], [0.00, 0.03, 0.01], [-0.01, -0.01, 0.00], [0.00, 0.00, 0.00], [0.00, 0.00, 0.00], [0.01, 0.01, 0.00], [-0.02, -0.02, 0.02], [0.00, 0.06, -0.08], [-0.01, -0.01, 0.01], [0.01, 0.01, 0.00], [0.00, 0.01, 0.00], [0.00, 0.00, -0.01], [0.00, -0.01, 0.01], [0.00, 0.01, 0.00], [-0.01, -0.01, -0.02], [0.00, -0.01, -0.01], [-0.01, 0.01, -0.01], [0.01, 0.01, 0.00], [0.00, -0.01, 0.03], [0.02, -0.07, -0.02], [-0.01, 0.02, -0.01], [0.00, 0.00, 0.00], [0.00, 0.00, 0.00], [0.00, 0.00, 0.00], [0.00, 0.00, 0.00], [0.00, 0.00, 0.00]]}

***

No. 4
{"formula": "C20H27N3ORuSSeSi", "method": "ωB97M-V/def2-TZVPD", "gap_ha": [0.2433, 0.2433], "max_force_ha_per_bohr": 0.00844, "e_above_lowest_kcal_mol": 3.3, "energy_ev": -114339.2142, "spin_multiplicity": 1, "homo_ev": [-7.71, -7.72], "elements": ["Ru", "N", "C", "S", "N", "N", "C", "C", "C", "C", "C", "C", "C", "O", "H", "H", "H", "H", "H", "H", "H", "C", "Si", "C", "C", "H", "H", "H", "H", "H", "H", "H", "H", "H", "C", "C", "C", "C", "C", "C", "Se", "C", "C", "C", "H", "H", "H", "H", "H", "H", "H", "H", "H", "H", "H"], "positions_angstrom": [[-0.897609, -0.152476, -0.222375], [-1.728635, -4.115264, 1.479180], [-1.588256, -2.815333, 1.119604], [-0.857208, -2.495957, -0.418389], [-2.033464, -1.910529, 1.933440], [-1.847585, -0.616529, 1.468176], [-2.481957, 0.277733, 2.166945], [-2.428606, 1.708217, 2.004966], [-3.250299, 2.489855, 2.838736], [-3.215339, 3.861722, 2.798573], [-2.314190, 4.498271, 1.928221], [-1.479399, 3.765311, 1.121789], [-1.535916, 2.358941, 1.119899], [-0.741701, 1.698899, 0.315498], [-1.375040, -4.843052, 0.889552], [-2.152320, -4.337773, 2.361178], [-3.088338, -0.105903, 2.982063], [-3.922469, 1.984255, 3.522227], [-3.862096, 4.443846, 3.440068], [-2.272218, 5.579787, 1.894867], [-0.778211, 4.236496, 0.445766], [2.216431, -1.210354, -1.325095], [1.392473, -0.680665, 0.275743], [1.697153, -1.926857, 1.645471], [2.090641, 0.964308, 0.860056], [3.281526, -1.407467, -1.177068], [2.110606, -0.433324, -2.083221], [1.752729, -2.122059, -1.706046], [2.711312, -1.801451, 2.035044], [1.576578, -2.950539, 1.296867], [1.002692, -1.767968, 2.474477], [3.146844, 0.845127, 1.120491], [1.563694, 1.324807, 1.744977], [2.000130, 1.728682, 0.088169], [-5.051656, 4.580246, -1.457244], [-4.150239, 3.420276, -1.778697], [-2.855705, 3.624663, -2.243171], [-1.994359, 2.568826, -2.504272], [-0.586995, 2.852701, -2.946710], [-2.463239, 1.260310, -2.314144], [-1.242836, -0.225146, -2.524850], [-3.768010, 1.020594, -1.869668], [-4.333364, -0.362771, -1.683809], [-4.585022, 2.116938, -1.601774], [-4.537641, 5.529989, -1.600035], [-5.389604, 4.531212, -0.420721], [-5.938856, 4.576508, -2.093073], [-2.496724, 4.638623, -2.383617], [-0.404386, 3.926725, -2.968733], [-0.389312, 2.453881, -3.943606], [0.127097, 2.397521, -2.259476], [-3.596991, -1.078696, -1.321191], [-4.716070, -0.743887, -2.633998], [-5.162205, -0.338616, -0.976216], [-5.590095, 1.937528, -1.233457]], "forces_ev_per_a": [[0.24, -0.22, -0.14], [-0.01, 0.04, 0.01], [-0.01, -0.14, -0.06], [0.00, -0.19, 0.10], [0.11, 0.11, 0.04], [-0.26, -0.09, -0.01], [0.09, 0.40, -0.14], [0.09, -0.28, -0.04], [-0.04, 0.13, 0.02], [0.06, -0.05, -0.06], [-0.03, -0.06, 0.03], [-0.04, 0.02, 0.01], [-0.12, -0.14, 0.04], [0.11, 0.35, 0.15], [0.01, 0.00, 0.01], [-0.01, -0.01, 0.00], [0.03, -0.05, 0.00], [0.00, -0.01, 0.00], [0.00, 0.01, 0.00], [-0.01, 0.00, 0.01], [0.00, 0.02, 0.00], [-0.02, -0.01, 0.03], [-0.13, 0.03, -0.12], [-0.13, 0.09, 0.03], [0.07, -0.07, -0.01], [0.01, 0.02, 0.04], [0.02, 0.01, -0.01], [0.03, 0.01, 0.00], [0.00, 0.02, -0.03], [0.01, -0.04, -0.01], [0.01, -0.02, 0.00], [0.01, 0.00, -0.04], [0.00, -0.02, 0.00], [0.01, 0.02, 0.00], [-0.01, 0.00, 0.00], [0.06, 0.05, -0.02], [-0.05, 0.00, 0.02], [-0.04, -0.08, -0.01], [-0.01, 0.04, 0.01], [0.07, 0.02, -0.02], [-0.05, 0.12, 0.10], [-0.03, 0.05, 0.04], [-0.03, -0.02, 0.01], [-0.01, -0.06, 0.02], [0.00, 0.00, 0.00], [0.00, 0.00, 0.00], [0.00, 0.00, 0.00], [0.00, 0.01, 0.00], [-0.02, 0.00, -0.02], [0.01, -0.03, 0.02], [0.03, -0.02, 0.01], [0.00, 0.02, 0.01], [0.02, -0.03, 0.00], [-0.02, 0.00, -0.02], [0.00, 0.00, 0.00]]}